(1)
# C6H14O2

A 3-piece molecular cluster, C6H14O2 overall (ωB97M-V/def2-TZVPD, the Open Molecules 2025 dataset).

Last column: Mulliken spin population.
CARTESIAN COORDINATES (ANGSTROEM)
C (1.25232, -1.86763, 0.54659)  0.014
C (1.15184, -1.04364, -0.71706)  0.078
C (2.24634, -0.49769, -1.31881)  0.331
C (-1.25165, -1.45916, -1.43476)  0.361
C (-0.17593, -0.66853, -1.15187)  0.118
C (-0.36938, 0.77904, -1.46049)  0.013
H (0.30796, -1.81242, 1.08053)  -0.005
H (1.97457, -1.41995, 1.23474)  0.012
H (1.58350, -2.86849, 0.26241)  -0.001
H (2.17497, -0.05391, -2.30749)  0.016
H (3.26400, -0.62395, -0.97360)  0.012
H (-2.23250, -1.29279, -1.86430)  0.001
H (-1.32087, -2.50244, -1.11203)  0.016
H (-0.78249, 0.99835, -2.44752)  -0.004
H (0.38850, 1.52155, -1.19805)  0.005
H (-1.16593, 1.18020, -0.79948)  0.034
H (0.24178, 2.19261, 2.68583)  0.000
H (0.66866, 0.84407, 2.71748)  0.000
O (-0.05672, 1.36351, 3.12097)  0.000
H (-2.56034, 1.76791, 2.13960)  0.000
H (-2.78646, 2.75376, 1.04334)  0.000
O (-2.55218, 2.70961, 1.95396)  0.000

Atoms 1-3, force components in eV/Å:
0.1 0.2 -0.4
-1.0 -0.1 1.5
0.3 0.0 -1.0

Computed properties:
<S²>	0.80
gap between HOMO and LUMO (spin up / spin down)	0.326 / 0.205	Ha
multiplicity	2
net charge	+1

***

(2)
# C6H14O2P

A 2-piece molecular cluster, C6H14O2P overall (ωB97M-V/def2-TZVPD, the Open Molecules 2025 dataset).

Last column: Mulliken charge in e.
CARTESIAN COORDINATES (ANGSTROEM)
C (-2.09620, 0.15543, 1.88818)  -1.195
C (-1.32957, -1.56436, -0.85590)  -1.364
C (-1.18512, 0.97671, -1.00955)  -1.414
C (3.34631, 0.68245, -1.25345)  -1.029
C (-0.77449, 0.00844, 1.19692)  -0.591
C (-0.71806, -0.31683, -0.29165)  0.834
O (2.67978, 0.22874, 1.42997)  -0.676
O (2.99346, -1.85360, 0.08310)  -0.697
P (2.55114, -0.40975, 0.08091)  0.744
H (-2.90461, 0.73520, 1.32833)  0.231
H (-1.88054, 0.58265, 2.97196)  0.323
H (-2.57879, -0.79443, 2.09736)  0.330
H (-0.73590, -2.51373, -0.42606)  0.229
H (-1.16668, -1.51659, -1.87169)  0.429
H (-2.46958, -1.53107, -0.60865)  0.280
H (-2.25527, 0.89128, -1.31109)  0.325
H (-0.98515, 1.98779, -0.40155)  0.286
H (-0.55168, 1.22085, -1.90900)  0.304
H (4.06336, 0.18683, -1.83349)  0.344
H (2.58713, 1.16500, -1.84098)  0.276
H (3.84477, 1.50682, -0.71901)  0.295
H (-0.20482, 0.92626, 1.40404)  0.378
H (-0.22945, -0.75408, 1.85131)  0.359

Atoms 1-3, force components in eV/Å:
-1.6 1.0 1.6
0.3 -1.1 3.7
1.5 1.5 -0.1

Computed properties:
gap between HOMO and LUMO (spin up / spin down)	0.214 / 0.270	Ha
net charge	-1

***

Per-record energy above the lowest of the compared OMol25 structures with the same formula, charge and spin, eV: 1.8889, 1.5675